The following is a quantum chemistry calculation of 2 unconnected molecules or ions with the total composition C3H9NS, from OMol25.

```
14
Properties=species:S:1:pos:R:3:forces:R:3
C 2.8051 0.6582 0.0523 0.2 -0.7 0.6
N 1.4598 0.8124 0.6008 -0.8 0.0 -1.3
C 0.4564 0.0228 -0.0361 2.9 -0.9 3.5
C -0.8517 -0.1535 0.6719 -1.2 1.4 -1.1
S -2.0375 -0.7236 -0.5537 0.0 0.3 0.1
H 2.9031 0.8180 -1.0281 -0.1 0.2 0.1
H 3.1260 -0.3658 0.2697 0.0 0.1 -0.2
H 3.4881 1.2855 0.6148 0.1 0.3 -0.2
H 1.1713 1.7830 0.5624 0.0 0.1 0.5
H 0.0285 0.4703 -1.0281 0.1 0.9 -1.5
H 0.8867 -0.9496 -0.2900 -0.1 0.2 -0.6
H -0.7479 -0.8345 1.5144 0.3 -0.4 -0.3
H -1.1529 0.8147 1.0989 -0.1 -0.2 0.0
H -0.3063 0.8424 -1.7966 -1.1 -1.1 0.6
```
Positions in Å, forces in eV/Å.

Output
Calculated total energy = -572.4627 hartree
Energy above the lowest of the compared OMol25 structures with the same formula, charge and spin = 111.3 kcal/mol
LUMO level = -1.64 eV
Max |F| = 4.6 eV/A
Frontier orbital gap = 6.137 eV

Mulliken atomic charge list, values in e, 5 entries: C -0.8695; N -0.2691; C -0.0611; C -0.6198; S -0.3283